Computed, not measured: a structure of composition C24H37Br2Cl24NO4S in a non-equilibrium geometry, with ωB97M-V/def2-TZVPD.

Its spin multiplicity is 1. Its HOMO-LUMO gap is 7.72 eV. The strongest force on any atom is 0.1701 Eh/bohr. For the energy, the calculation gives -486607.2862 eV.

Positions of all 93 atoms, in Å:
1 C -3.48392 0.98170 0.49826
2 C -3.71360 -0.34797 -0.48591
3 Br -2.34125 -1.82213 -0.25725
4 C -4.84606 -0.45434 -1.47786
5 Br -6.15338 1.08941 -1.53513
6 O -5.06219 -1.61129 -2.36113
7 S -4.25901 -1.38153 -3.88296
8 O -2.78549 -1.75874 -3.59744
9 O -4.45480 0.25386 -4.32263
10 C -3.17102 0.92623 -4.57515
11 C -2.60276 1.58049 -3.16607
12 C -1.58398 2.86482 -3.42706
13 O -1.52153 3.58097 -4.55213
14 N -0.60251 3.25395 -2.30334
15 C 0.41971 2.10183 -2.31630
16 C 1.56096 2.17679 -3.50342
17 C 2.65756 0.95013 -3.56579
18 C 2.52573 -0.25771 -2.44475
19 C 1.40847 -0.30987 -1.24271
20 C 0.31366 0.91372 -1.17514
21 H -2.89957 0.56673 1.44605
22 H -2.78744 1.78771 0.00867
23 H -4.48676 1.46536 0.85837
24 H -2.38276 0.29127 -5.16241
25 H -3.42093 1.86015 -5.27554
26 H -3.52666 2.00473 -2.54068
27 H -2.13213 0.72886 -2.51605
28 H -1.09591 3.30506 -1.38525
29 H 1.54072 3.09171 -4.24901
30 H 3.45341 0.98863 -4.42830
31 H 3.31333 -1.14241 -2.50891
32 H 1.31926 -1.16410 -0.42462
33 H -0.56767 0.98202 -0.37962
34 C 4.29304 -2.08620 0.25570
35 Cl 2.96297 -1.89501 -0.89290
36 Cl 5.72305 -2.76206 -0.53374
37 H 4.54583 -1.10864 0.67321
38 H 3.97740 -2.75912 1.05667
39 C 4.62478 3.15363 -6.83530
40 Cl 3.81073 4.72272 -6.85162
41 Cl 3.75610 1.99689 -5.81930
42 H 4.67094 2.76617 -7.85588
43 H 5.63659 3.28189 -6.44315
44 C -1.59679 1.05541 -8.55419
45 Cl -3.15892 0.25413 -8.76071
46 Cl -1.44134 1.73727 -6.93067
47 H -0.79904 0.32552 -8.71134
48 H -1.51019 1.86046 -9.28794
49 C -0.27996 0.34273 2.78078
50 Cl 0.55629 -0.83960 3.79456
51 Cl -0.14204 -0.07642 1.06899
52 H -1.33670 0.36459 3.05763
53 H 0.16441 1.32776 2.94276
54 C 0.25448 4.67508 1.39499
55 Cl -1.30765 3.87380 1.18847
56 Cl 0.40992 5.35694 3.01851
57 H 1.05222 3.94519 1.23784
58 H 0.34108 5.48013 0.66124
59 C 4.33438 1.80572 2.53470
60 Cl 3.00430 1.99691 1.38609
61 Cl 5.76438 1.12985 1.74526
62 H 4.58716 2.78328 2.95221
63 H 4.01874 1.13279 3.33566
64 C -6.04406 -4.77380 -0.88008
65 Cl -7.60619 -5.57508 -1.08660
66 Cl -5.88862 -4.09194 0.74344
67 H -5.24632 -5.50369 -1.03723
68 H -5.95746 -3.96875 -1.61383
69 C 7.34492 1.52881 5.24133
70 Cl 7.87642 3.03249 4.47882
71 Cl 5.59404 1.52337 5.48487
72 H 7.61726 0.68833 4.59847
73 H 7.83923 1.42738 6.21054
74 C 4.10367 4.21768 8.48794
75 Cl 5.22321 2.86600 8.69903
76 Cl 4.14869 4.82787 6.82945
77 H 3.09002 3.87882 8.71489
78 H 4.38524 5.02277 9.17097
79 C -6.20010 -4.32173 4.34908
80 Cl -6.72146 -5.77015 5.21811
81 Cl -4.46845 -4.03927 4.56479
82 H -6.40954 -4.45088 3.28452
83 H -6.75157 -3.45950 4.73173
84 C 9.41187 -2.77326 0.72141
85 Cl 8.23866 -1.52494 1.15756
86 Cl 10.91218 -2.05496 0.12305
87 H 9.63400 -3.37687 1.60467
88 H 8.98405 -3.40607 -0.05995
89 C -9.59813 -8.31707 5.77313
90 Cl -10.42711 -7.56330 4.40580
91 Cl -10.56477 -8.19614 7.24823
92 H -9.42513 -9.37188 5.54668
93 H -8.64220 -7.81209 5.93183

Atomic charges from the Löwdin analysis, expressed in e, are listed below: number 1, C, carries -0.155; number 2, C, carries -0.550; number 3, Br, carries 0.657; number 4, C, carries -0.653; number 5, Br, carries 0.686; number 6, O, carries -0.404; number 7, S, carries 1.047; number 8, O, carries -0.452; number 9, O, carries -0.403; number 10, C, carries -0.274; number 11, C, carries -0.067; number 12, C, carries -0.252; number 13, O, carries -0.062; number 14, N, carries 0.006; number 15, C, carries -0.155; number 16, C, carries -0.002; number 17, C, carries -0.095; number 18, C, carries -0.171; number 19, C, carries -0.271; number 20, C, carries -0.131; number 21, H, carries 0.054; number 22, H, carries 0.036; number 23, H, carries 0.072; number 24, H, carries 0.082; number 25, H, carries 0.117; number 26, H, carries 0.108; number 27, H, carries 0.098; number 28, H, carries 0.034; number 29, H, carries 0.091; number 30, H, carries -0.112; number 31, H, carries 0.009; number 32, H, carries -0.031; number 33, H, carries -0.043; number 34, C, carries -0.893; number 35, Cl, carries 0.705; number 36, Cl, carries 0.499; number 37, H, carries -0.013; number 38, H, carries 0.040; number 39, C, carries -0.970; number 40, Cl, carries 0.513; number 41, Cl, carries 0.657; number 42, H, carries 0.030; number 43, H, carries 0.034; number 44, C, carries -0.994; number 45, Cl, carries 0.506; number 46, Cl, carries 0.610; number 47, H, carries 0.030; number 48, H, carries 0.030; number 49, C, carries -0.949; number 50, Cl, carries 0.523; number 51, Cl, carries 0.581; number 52, H, carries 0.025; number 53, H, carries 0.018; number 54, C, carries -1.011; number 55, Cl, carries 0.547; number 56, Cl, carries 0.514; number 57, H, carries -0.028; number 58, H, carries 0.040; number 59, C, carries -1.045; number 60, Cl, carries 0.563; number 61, Cl, carries 0.527; number 62, H, carries 0.021; number 63, H, carries -0.010; number 64, C, carries -1.014; number 65, Cl, carries 0.510; number 66, Cl, carries 0.530; number 67, H, carries 0.035; number 68, H, carries 0.009; number 69, C, carries -0.997; number 70, Cl, carries 0.506; number 71, Cl, carries 0.522; number 72, H, carries 0.023; number 73, H, carries 0.031; number 74, C, carries -1.024; number 75, Cl, carries 0.485; number 76, Cl, carries 0.490; number 77, H, carries 0.029; number 78, H, carries 0.029; number 79, C, carries -1.036; number 80, Cl, carries 0.516; number 81, Cl, carries 0.497; number 82, H, carries -0.043; number 83, H, carries 0.033; number 84, C, carries -1.028; number 85, Cl, carries 0.461; number 86, Cl, carries 0.503; number 87, H, carries 0.030; number 88, H, carries 0.023; number 89, C, carries -1.041; number 90, Cl, carries 0.492; number 91, Cl, carries 0.497; number 92, H, carries 0.030; number 93, H, carries -0.017

=====

Computed, not measured: the molecule C4H8N2O2 in a non-equilibrium geometry, with ωB97M-V/def2-TZVPD.

Its spin multiplicity is 1. The calculation puts the energy above the lowest of the compared OMol25 structures with the same formula, charge and spin at 1.9995 eV. Its HOMO-LUMO gap is 10.11 eV. The strongest force on any atom is 0.0848 Eh/bohr. As for the SMILES: NC(=O)[C@@H](N)CC=O. For the energy, the calculation gives -11352.1133 eV.

Positions of all 16 atoms, in Å:
1 N -0.88338 -0.94982 -1.10368
2 C -0.22969 -0.31230 0.03768
3 C 0.95180 0.33019 -0.45084
4 C 1.76327 -0.71453 -1.22293
5 O 2.52063 -1.47925 -0.61920
6 C -1.12200 0.79897 0.69087
7 N -0.92344 0.72694 2.09441
8 O -1.71641 1.68366 0.15852
9 H -1.75503 -1.36331 -0.88077
10 H -0.94698 -0.39713 -1.89095
11 H -0.04234 -1.16304 0.82799
12 H 0.72004 1.30939 -1.06354
13 H 1.63778 0.64350 0.39587
14 H 1.83899 -0.65761 -2.29567
15 H -1.29917 1.56636 2.63022
16 H -0.51408 -0.02203 2.69201

Atomic charges from the natural (NBO) analysis, expressed in e, are listed below: number 1, N, carries -0.831; number 2, C, carries -0.140; number 3, C, carries -0.528; number 4, C, carries 0.447; number 5, O, carries -0.531; number 6, C, carries 0.684; number 7, N, carries -0.884; number 8, O, carries -0.586; number 9, H, carries 0.371; number 10, H, carries 0.364; number 11, H, carries 0.211; number 12, H, carries 0.236; number 13, H, carries 0.251; number 14, H, carries 0.126; number 15, H, carries 0.399; number 16, H, carries 0.412

=====

Computed, not measured: a structure of composition C6H15BrNO in a non-equilibrium geometry, with ωB97M-V/def2-TZVPD.

Its spin multiplicity is 1. The calculation puts the energy above the lowest of the compared OMol25 structures with the same formula, charge and spin at 2.9293 eV. Its HOMO-LUMO gap is 8.63 eV. The strongest force on any atom is 0.1272 Eh/bohr. Its net charge is +1. For the energy, the calculation gives -80035.7051 eV.

Positions of all 24 atoms, in Å:
1 C -0.75216 1.37729 -2.25211
2 C -1.41912 -0.44462 1.53865
3 C 0.05864 1.03730 -0.98368
4 C -1.19291 -0.92663 0.09326
5 C 0.16338 -0.44108 -0.51729
6 C 1.26361 -0.76960 0.52215
7 N 1.36035 0.33980 1.48261
8 O 1.49469 -1.93632 1.06631
9 Br 3.38695 -0.17171 -0.70837
10 H -1.84093 0.92553 -2.21850
11 H -0.34114 0.88338 -3.02613
12 H -0.68133 2.35350 -2.45332
13 H -0.79664 -0.90467 2.32757
14 H -1.57045 0.74138 1.51734
15 H -2.34703 -0.86901 1.74202
16 H -0.40275 1.63186 -0.30643
17 H 0.90461 1.62955 -1.20449
18 H -2.07447 -0.56438 -0.42933
19 H -1.38161 -1.95947 0.18403
20 H 0.26374 -0.84730 -1.46047
21 H 2.37626 0.31824 1.76502
22 H 1.19195 1.10976 0.89754
23 H 0.63438 0.08562 2.06781
24 H 1.70196 -2.59840 0.35580

Atomic charges from the natural (NBO) analysis, expressed in e, are listed below: number 1, C, carries -0.555; number 2, C, carries -0.662; number 3, C, carries -0.447; number 4, C, carries -0.406; number 5, C, carries -0.354; number 6, C, carries 0.689; number 7, N, carries -0.766; number 8, O, carries -0.651; number 9, Br, carries -0.316; number 10, H, carries 0.201; number 11, H, carries 0.208; number 12, H, carries 0.225; number 13, H, carries 0.195; number 14, H, carries 0.222; number 15, H, carries 0.256; number 16, H, carries 0.193; number 17, H, carries 0.248; number 18, H, carries 0.247; number 19, H, carries 0.230; number 20, H, carries 0.272; number 21, H, carries 0.495; number 22, H, carries 0.468; number 23, H, carries 0.455; number 24, H, carries 0.551